Below is the molecule C2H4O2S in a non-equilibrium geometry, with properties calculated with the ωB97M-V functional and the def2-TZVPD basis.

CARTESIAN COORDINATES (ANGSTROEM)
S: 1.389 0.060 -1.662
O: -1.276 -0.354 1.417
O: 0.322 -1.550 0.569
C: 0.216 0.678 -0.427
C: -0.264 -0.538 0.422
H: -0.576 1.211 -0.832
H: 1.555 -1.053 -0.863
H: -1.965 0.156 1.086
H: 0.599 1.390 0.289

Atomic forces in eV per Å
S -0.1 -0.3 0.7
O 2.7 -1.1 -1.0
O 1.0 -1.1 -0.8
C 0.4 -1.8 1.1
C -1.1 1.3 2.6
H -1.7 0.6 -1.2
H 0.2 0.5 -0.8
H -2.0 1.8 -0.9
H 0.7 0.0 0.4

* gap between HOMO and LUMO: 9.9 eV
* SMILES: O=C(O)CS
* E: -17068.5093 eV
* E_LUMO: 0.43 eV
* relative energy (zero: lowest compared OMol25 entry of this formula, charge and spin): 17.6 kcal per mole
* HOMO level: -9.4 eV

Mulliken population analysis, charges in e, atoms 1 to 8:
1 S -0.24
2 O -0.46
3 O -0.47
4 C -0.57
5 C 0.55
6 H 0.37
7 H 0.20
8 H 0.29



Below is a structure of composition C44H42FN11O7SSm in a non-equilibrium geometry, with properties calculated with the ωB97M-V functional and the def2-TZVPD basis.

CARTESIAN COORDINATES (ANGSTROEM)
Sm: -0.866 -1.610 0.543
S: -2.950 -1.917 4.110
F: 3.091 4.110 -0.056
O: -0.993 -1.926 -1.661
O: 2.051 -4.133 2.650
O: -0.314 0.547 -0.462
O: -1.836 -0.554 2.188
O: -1.860 -1.815 2.914
O: -4.095 -3.404 2.219
O: -2.372 -1.257 -3.300
N: 6.577 5.992 -2.916
N: -5.291 -3.108 4.211
N: 2.031 2.691 6.611
N: 0.254 -3.587 1.269
N: 0.735 -0.648 2.651
N: -5.335 -1.408 2.705
N: -2.415 -3.517 0.630
N: -3.294 -0.946 -0.187
N: 1.772 -1.726 0.070
N: 0.937 1.311 -4.301
N: 4.210 4.474 -2.672
C: -1.871 -4.700 1.143
C: -3.854 0.010 -0.919
C: -0.728 -7.127 1.831
C: 3.459 -1.918 1.760
C: 1.151 -0.308 4.980
C: -6.683 -1.562 3.245
C: -0.028 0.387 -4.030
C: 5.289 6.623 -2.523
C: -4.098 -1.896 0.298
C: -4.853 -0.043 2.698
C: 6.328 4.823 -3.800
C: 2.542 2.929 -3.454
C: 1.481 -3.463 1.788
C: 3.112 3.624 -2.399
C: 2.546 -0.836 -0.537
C: 0.055 -5.991 1.789
C: 4.191 -0.903 1.181
C: -4.520 -2.443 3.235
C: -1.401 -1.163 -2.571
C: 0.661 2.852 -6.203
C: -3.477 -2.982 1.097
C: 1.227 1.547 3.463
C: -5.208 0.053 -1.218
C: 0.020 0.781 -1.641
C: -6.687 -2.971 3.833
C: -2.653 -5.847 1.219
C: -0.456 0.062 -2.787
C: 0.847 -1.113 3.892
C: -2.083 -7.063 1.544
C: -0.484 -4.750 1.432
C: 0.992 1.835 -1.956
C: 5.447 3.823 -3.053
C: 2.242 -2.292 1.189
C: 1.359 1.051 4.762
C: 1.523 2.590 -0.908
C: 3.740 -0.368 -0.018
C: 1.712 1.938 5.808
C: -5.466 -1.944 0.044
C: -6.032 -0.950 -0.732
C: 1.302 1.568 -5.683
C: 1.486 2.023 -3.268
C: 2.566 3.450 -1.120
C: 4.455 5.585 -1.777
C: 0.916 0.656 2.455
H: -0.421 2.770 -6.155
H: 2.392 1.604 -5.772
H: 1.220 -0.723 5.973
H: -6.999 -3.710 3.085
H: 7.041 5.664 -2.058
H: 5.993 3.440 -2.172
H: 5.473 7.485 -1.881
H: -3.777 -0.021 2.514
H: 2.207 -0.489 -1.506
H: -2.689 -7.956 1.561
H: -3.190 0.787 -1.275
H: 4.987 5.286 -0.859
H: 2.952 3.100 -4.435
H: 1.351 2.600 3.263
H: -7.088 -0.961 -0.958
H: -0.278 -8.075 2.084
H: -7.422 -1.424 2.452
H: -4.967 -4.040 4.420
H: -3.703 -5.774 0.974
H: 1.108 -6.058 2.009
H: -5.359 0.497 1.893
H: -5.610 0.849 -1.825
H: 3.772 -2.435 2.653
H: 3.502 6.027 -1.481
H: 7.193 6.675 -3.371
H: 0.951 0.725 -6.279
H: 5.230 2.971 -3.698
H: 4.770 6.944 -3.427
H: -7.328 -3.049 4.709
H: -6.053 -2.753 0.448
H: 0.784 0.987 1.434
H: 5.104 -0.551 1.634
H: -6.865 -0.809 4.023
H: 0.965 3.713 -5.612
H: 1.117 2.471 0.084
H: 4.306 0.388 -0.543
H: -5.057 0.457 3.655
H: 5.814 5.178 -4.693
H: -0.441 -0.141 -4.878
H: 0.948 3.017 -7.238
H: 0.692 -2.177 4.024
H: 7.276 4.362 -4.081

Atomic forces in eV per Å
Sm 1.2 -0.2 -0.1
S -0.6 -0.2 0.1
F 0.0 -0.1 -0.2
O 0.2 -0.4 -0.2
O 0.0 0.1 -0.1
O 0.0 0.3 -0.2
O -1.0 0.9 0.8
O 0.4 -0.3 0.1
O 0.0 -0.5 -0.8
O -0.1 -0.1 -0.1
N 0.4 0.2 0.1
N 0.3 0.0 0.0
N 0.1 0.2 0.3
N 0.1 -0.1 -0.1
N 0.0 0.3 0.3
N -0.1 -0.2 0.8
N -0.8 0.3 -0.1
N -0.4 -0.5 0.1
N 0.1 -0.3 0.3
N -0.3 -0.4 0.1
N 0.1 0.1 0.1
C 0.7 -0.7 0.5
C -0.1 0.3 -0.2
C -0.1 0.0 0.0
C -0.2 -0.1 0.0
C 0.0 0.2 -0.1
C -0.1 0.0 0.0
C 0.1 0.0 0.2
C -0.9 0.3 0.5
C -0.5 0.4 -0.3
C 0.1 0.2 -0.2
C -0.2 -0.9 -0.3
C 0.0 0.0 0.1
C -0.2 0.1 0.0
C -0.3 -0.2 -0.1
C 0.2 0.3 -0.2
C 0.1 0.1 0.0
C -0.1 -0.1 0.0
C 0.8 0.7 0.5
C 0.3 1.1 -1.1
C 0.1 -0.2 0.0
C 0.2 -0.4 0.3
C 0.0 -0.2 0.2
C 0.1 0.0 0.1
C 0.1 0.1 -0.7
C -0.3 0.1 -0.1
C 0.1 0.1 0.0
C -0.4 -0.5 0.7
C 0.0 -0.1 0.0
C -0.1 0.0 0.1
C -0.7 -0.5 0.1
C 0.1 0.1 0.0
C 0.1 0.1 -0.1
C 0.6 -0.1 -0.3
C -0.3 -0.6 -0.8
C 0.2 0.2 -0.1
C -0.1 -0.1 0.0
C 0.1 0.3 0.3
C 0.2 0.1 -0.2
C 0.2 -0.1 0.0
C 0.0 0.3 -0.5
C 0.0 0.2 0.7
C -0.2 -0.2 0.1
C 0.0 0.2 -0.2
C 0.1 0.1 0.0
H -0.1 0.0 0.0
H -0.1 -0.1 0.0
H 0.0 -0.1 0.1
H 0.0 0.0 0.1
H 0.1 0.1 -0.2
H 0.0 0.0 0.0
H 0.2 0.0 -0.1
H -0.2 0.1 -0.1
H -0.1 0.1 0.0
H -0.1 -0.1 0.0
H 0.0 0.0 -0.1
H -0.1 0.0 0.0
H 0.0 0.1 -0.1
H 0.0 0.1 0.0
H -0.1 0.0 0.0
H 0.1 -0.1 0.0
H -0.1 0.0 0.1
H 0.0 -0.1 0.0
H -0.1 0.0 0.0
H 0.0 0.0 0.1
H 0.0 0.1 0.0
H 0.1 0.1 0.0
H 0.0 0.0 0.1
H 0.2 0.1 0.0
H -0.1 -0.2 0.1
H 0.1 0.0 0.1
H 0.1 0.1 0.0
H 0.2 0.0 0.0
H -0.1 0.0 -0.1
H -0.1 0.0 0.1
H 0.0 0.1 0.1
H 0.1 0.0 0.1
H 0.0 -0.1 0.0
H 0.0 0.1 0.0
H 0.0 -0.1 0.1
H 0.0 0.0 -0.1
H 0.0 0.0 -0.1
H 0.1 0.1 0.1
H 0.0 0.0 -0.1
H 0.0 0.1 -0.1
H 0.0 0.0 0.0
H 0.0 0.2 0.1

* expectation value of S²: 8.7570
* gap between HOMO and LUMO (spin up / spin down): 5.0 / 5.0 eV
* multiplicity: 6
* net charge: +1
* E: -108484.9823 eV
* E_LUMO (spin up / spin down): -3.46 / -3.46 eV
* HOMO level (spin up / spin down): -8.4 / -8.4 eV

Mulliken population analysis, charges in e, atoms 1 to 8:
1 Sm 0.58
2 S -0.28
3 F -0.39
4 O -0.55
5 O -0.74
6 O -0.74
7 O -0.61
8 O 0.16



Below is a structure of composition C58H64GeN5O2Ti, with properties calculated with the ωB97M-V functional and the def2-TZVPD basis.

CARTESIAN COORDINATES (ANGSTROEM)
Ge: -4.045 -0.687 -0.069
Ti: 0.946 0.174 -0.598
O: -0.952 -0.905 -0.454
O: -0.039 -0.370 -2.337
N: 1.708 -1.691 -0.543
N: 1.098 2.384 -0.254
N: 0.995 0.072 1.462
N: -1.234 2.453 -1.175
N: 2.412 0.658 -2.034
C: 1.117 -5.268 0.381
C: 3.721 0.272 -3.886
C: -3.993 -2.608 0.285
C: 1.261 -2.672 0.306
C: -8.058 -0.084 1.146
C: 4.050 2.682 -4.727
C: 4.064 -5.094 -2.283
C: 1.549 3.405 -1.146
C: -2.611 1.790 3.694
C: 0.867 4.487 0.731
C: 0.764 -0.876 3.551
C: -2.302 -1.226 -2.406
C: 2.869 -1.705 -2.662
C: 0.832 2.444 2.185
C: -8.579 0.757 0.171
C: -1.042 -0.836 -1.707
C: -5.108 -3.387 -0.026
C: 0.590 5.520 1.778
C: -5.932 -0.145 -0.015
C: -6.746 -0.525 1.053
C: 2.572 -4.793 -2.455
C: -5.113 -4.758 0.197
C: -6.471 0.701 -0.983
C: 2.237 -2.346 -1.638
C: 1.850 5.909 2.557
C: 2.242 3.130 -2.259
C: -3.477 -0.375 -1.917
C: 1.254 4.694 -0.548
C: 0.943 1.052 2.431
C: 0.208 6.319 -2.143
C: 0.891 3.064 0.997
C: 0.859 -1.120 2.158
C: 3.015 -0.317 -2.814
C: -0.313 1.794 -0.669
C: 2.203 -5.746 1.349
C: -2.880 -4.611 1.062
C: 1.458 -3.975 -0.287
C: 3.210 2.798 -6.002
C: -3.272 0.300 1.420
C: 2.707 1.845 -2.661
C: -2.762 2.421 2.467
C: 0.856 -2.399 1.588
C: 1.992 -2.633 4.885
C: 3.530 1.637 -3.786
C: 1.417 5.999 -1.258
C: 0.890 1.264 5.002
C: -3.096 1.681 1.342
C: -3.099 -0.324 2.655
C: 2.285 1.797 5.339
C: -7.783 1.151 -0.893
C: 0.657 -1.938 4.600
C: 4.581 -0.456 -4.871
C: 2.072 -3.774 -1.482
C: -3.999 -5.371 0.749
C: -2.869 -3.243 0.823
C: 5.926 -0.879 -4.273
C: -2.768 0.415 3.785
C: 0.858 0.490 3.720
H: 2.521 3.963 -2.890
H: 4.273 -5.448 -1.274
H: -2.377 2.368 4.578
H: 0.593 -3.228 2.233
H: -4.363 -0.631 -2.503
H: 0.080 5.556 -2.913
H: 2.284 2.344 6.283
H: -3.225 2.188 0.394
H: -5.994 -2.916 -0.438
H: -1.982 -2.664 1.051
H: 1.570 6.798 -0.532
H: 0.327 7.282 -2.640
H: -4.002 -6.437 0.937
H: 1.920 -6.687 1.822
H: -6.352 -1.176 1.827
H: 5.777 -1.560 -3.433
H: 4.394 -5.857 -2.988
H: 0.676 3.070 3.054
H: -3.239 -1.394 2.747
H: 4.085 3.655 -4.235
H: 1.629 6.677 3.299
H: 0.182 2.094 4.952
H: -5.989 -5.344 -0.050
H: -3.264 0.684 -2.077
H: -8.183 1.809 -1.655
H: 0.160 6.406 1.306
H: 2.647 2.466 4.556
H: 3.306 -2.318 -3.439
H: 2.719 -1.920 5.278
H: -2.639 3.495 2.389
H: 0.175 -5.150 0.919
H: 0.944 -6.033 -0.379
H: -0.088 -2.680 4.298
H: 5.087 2.449 -4.986
H: 6.468 -0.010 -3.898
H: 1.996 -5.714 -2.340
H: 0.542 0.626 5.817
H: 2.412 -3.057 3.972
H: -1.051 3.463 -1.236
H: 3.216 1.862 -6.563
H: 2.380 -5.010 2.136
H: 3.148 -5.899 0.827
H: 1.874 -3.435 5.614
H: 2.171 3.022 -5.754
H: 0.278 -1.496 5.524
H: -2.486 -2.285 -2.206
H: -5.865 1.019 -1.824
H: 2.318 5.967 -1.875
H: 2.616 6.294 1.883
H: 3.586 3.588 -6.654
H: -0.168 5.140 2.467
H: 6.551 -1.379 -5.014
H: -0.706 6.356 -1.549
H: -2.014 -5.093 1.498
H: 4.664 -4.197 -2.446
H: 2.388 -4.442 -3.474
H: 4.756 0.183 -5.739
H: -2.147 -1.102 -3.478
H: -2.645 -0.083 4.738
H: 4.059 -1.339 -5.250
H: -8.674 -0.394 1.981
H: 2.271 5.047 3.075
H: 3.000 0.977 5.420
H: -9.601 1.105 0.244

Atomic forces in eV per Å
Ge -0.1 -0.1 0.2
Ti 0.4 0.8 -0.3
O 0.1 0.2 0.0
O -0.2 0.0 0.0
N 0.0 -0.7 -0.1
N -0.1 0.0 0.2
N -0.1 -0.2 0.4
N 0.0 0.2 0.2
N 0.1 -0.3 0.0
C 0.0 0.0 0.0
C 0.1 0.0 0.1
C 0.0 -0.1 0.0
C 0.2 0.0 0.0
C 0.0 0.0 0.0
C 0.0 0.0 0.0
C 0.0 0.0 0.0
C 0.0 -0.1 0.1
C 0.1 0.0 0.0
C 0.0 0.0 0.1
C 0.1 0.0 0.0
C 0.0 0.0 -0.2
C 0.1 0.1 0.0
C 0.0 0.0 0.1
C 0.0 0.0 0.0
C 0.1 -0.1 0.1
C 0.0 0.0 0.0
C 0.0 0.0 0.0
C 0.0 0.0 0.0
C 0.0 0.0 0.0
C 0.0 0.0 0.0
C 0.0 0.0 0.0
C 0.0 0.0 0.0
C 0.0 0.1 0.1
C 0.0 0.0 0.0
C 0.0 0.0 -0.1
C 0.1 0.1 0.0
C 0.0 0.0 -0.1
C -0.1 0.0 -0.1
C 0.0 0.0 0.0
C 0.1 0.0 -0.2
C -0.1 0.0 -0.1
C -0.1 0.0 -0.1
C -0.2 0.2 -0.4
C 0.0 0.0 0.0
C 0.0 0.0 0.0
C 0.0 0.0 0.1
C 0.0 0.0 0.0
C 0.1 0.0 0.0
C -0.1 0.1 0.0
C 0.0 0.0 0.0
C -0.1 0.1 0.0
C 0.0 0.0 0.0
C 0.0 0.0 -0.1
C 0.0 0.0 0.0
C 0.0 0.0 0.0
C -0.1 0.0 0.0
C 0.0 0.1 0.0
C 0.0 0.0 0.0
C 0.0 0.0 0.0
C 0.0 0.0 0.0
C 0.0 0.0 0.0
C 0.1 0.0 0.0
C 0.0 0.0 0.0
C -0.1 0.0 0.0
C 0.0 0.0 0.0
C 0.0 0.0 0.0
C -0.1 0.0 0.1
H 0.0 0.0 0.0
H 0.0 0.0 0.0
H 0.0 0.0 0.0
H 0.0 0.0 0.0
H 0.0 0.0 -0.1
H 0.0 0.0 0.0
H 0.0 0.0 0.0
H 0.0 0.0 0.0
H 0.0 0.0 0.0
H 0.0 0.0 0.0
H 0.0 0.0 0.0
H 0.0 0.0 0.0
H 0.0 0.0 0.0
H 0.0 0.0 0.0
H 0.0 0.0 0.0
H 0.0 0.0 0.0
H 0.0 0.0 0.0
H 0.0 0.0 0.0
H 0.0 0.0 0.0
H 0.0 0.0 0.0
H 0.0 0.0 0.0
H 0.0 0.0 0.0
H 0.0 0.0 0.0
H 0.0 0.0 0.0
H 0.0 0.0 0.0
H 0.0 0.0 0.0
H 0.0 0.0 0.0
H 0.0 0.0 0.0
H 0.0 0.0 0.0
H 0.0 0.0 0.0
H 0.0 0.0 0.0
H 0.0 0.0 0.0
H 0.0 0.0 0.0
H 0.0 0.0 0.0
H 0.0 0.0 0.0
H 0.0 0.0 0.0
H 0.0 0.0 0.0
H 0.0 0.0 0.0
H 0.0 -0.1 0.0
H 0.0 0.0 0.0
H 0.0 0.0 0.0
H 0.0 0.0 0.0
H 0.0 0.0 0.0
H 0.0 0.0 0.0
H 0.0 0.0 0.0
H 0.0 0.0 0.0
H 0.0 0.0 0.0
H 0.0 0.0 0.0
H 0.0 0.0 0.0
H 0.0 0.0 0.0
H 0.0 0.0 0.0
H 0.0 0.0 0.0
H 0.0 0.0 0.0
H 0.0 0.0 0.0
H 0.0 0.0 0.0
H 0.0 0.0 0.0
H 0.0 0.0 0.0
H 0.0 0.0 0.0
H 0.0 0.0 0.0
H 0.0 0.0 0.0
H 0.0 0.0 0.0
H 0.0 0.0 0.0
H 0.0 0.0 0.0
H 0.0 0.0 0.0

* expectation value of S²: 0.8286
* gap between HOMO and LUMO (spin up / spin down): 5.0 / 5.4 eV
* multiplicity: 2
* E: -152365.5203 eV
* E_LUMO (spin up / spin down): -0.53 / -1.25 eV
* HOMO level (spin up / spin down): -5.6 / -6.7 eV

Mulliken population analysis, charges in e, atoms 1 to 8:
1 Ge 1.51
2 Ti -1.71
3 O 0.24
4 O -0.50
5 N 0.54
6 N 1.21
7 N 0.88
8 N -0.72



Below is the molecule C3H9OPS2 in a non-equilibrium geometry, with properties calculated with the ωB97M-V functional and the def2-TZVPD basis.

CARTESIAN COORDINATES (ANGSTROEM)
S: 1.772 -1.489 -1.268
S: -1.464 -2.323 -0.265
P: -0.033 -0.892 -0.908
O: -0.915 -0.277 -2.082
C: -0.102 0.146 1.681
C: -0.186 0.590 0.246
C: 0.892 1.644 -0.107
H: -0.712 -3.382 -0.375
H: -0.756 -0.793 -2.879
H: 0.786 -0.257 2.140
H: -1.037 -0.541 1.841
H: 1.739 1.617 0.688
H: -0.236 1.040 2.349
H: -1.291 0.982 0.055
H: 0.322 2.603 0.026
H: 1.220 1.331 -1.143

Atomic forces in eV per Å
S -0.6 -0.1 -0.1
S -0.4 0.7 0.2
P 0.0 0.6 1.5
O 0.2 0.4 -1.0
C -3.1 0.2 1.8
C -1.0 -0.7 -0.4
C -0.3 -0.4 0.6
H 0.8 -0.7 0.0
H -0.2 0.0 -0.5
H 0.6 -0.7 -0.8
H 2.0 1.1 0.3
H -1.3 -0.1 -1.7
H -0.3 -0.5 -0.6
H 2.3 -0.7 0.3
H 1.1 -0.5 -0.7
H 0.2 1.5 1.1

* gap between HOMO and LUMO: 9.7 eV
* SMILES: CC(C)[P@@](O)(=S)S
* E: -36264.8290 eV
* E_LUMO: 0.55 eV
* relative energy (zero: lowest compared OMol25 entry of this formula, charge and spin): 25.4 kcal per mole
* HOMO level: -9.1 eV

Mulliken population analysis, charges in e, atoms 1 to 8:
1 S -0.32
2 S -0.30
3 P 0.50
4 O -0.49
5 C -1.44
6 C 0.31
7 C -1.00
8 H 0.16